Entry one
One molecule with the formula C3H6N4O. Source: the OMol25 dataset; level of theory: ωB97M-V/def2-TZVPD.

Output
orbital gap: 9.462 eV
SMILES string: [H]/N=c1/cnon1NC
molar mass: 114.1 g/mol
LUMO energy: 0.49 eV

Geometry as ORCA input:
```
! wB97M-V def2-TZVPD RIJCOSX def2/J DEFGRID3
* xyz 0 1
H 0.1843 1.9230 -0.5536
N -0.7661 2.0719 -0.2461
C -1.0352 0.8089 -0.1318
C -2.2749 -0.0555 0.3390
N -2.2584 -1.2704 -0.0764
O -0.9583 -1.5005 -0.2789
N -0.2945 -0.3064 -0.4876
N 1.0649 -0.7021 -0.6428
C 1.9158 -0.3602 0.4784
H -3.3612 0.3358 0.5922
H 1.3619 -0.0376 -1.3725
H 1.6118 -1.0594 1.1114
H 1.7999 0.7930 0.7732
H 3.0100 -0.6405 0.4955
*
```

Results of the Löwdin charge analysis, in e, for atoms 1 through 5:
1. H 0.01
2. N 0.11
3. C -0.35
4. C -0.05
5. N 0.06



Entry two
C3H6N4O as an isolated structure. Source: the OMol25 dataset; level of theory: ωB97M-V/def2-TZVPD.

Output
orbital gap: 9.368 eV
molar mass: 114.1 g/mol
LUMO energy: 0.15 eV

Geometry as ORCA input:
```
! wB97M-V def2-TZVPD RIJCOSX def2/J DEFGRID3
* xyz 0 1
C 2.6517 0.0229 0.0303
C -1.5404 -1.2304 0.1034
C -0.9237 0.8015 -0.1037
H 2.8940 -0.9426 -0.4763
H 3.4210 -0.2790 0.8184
H 3.0185 0.8966 -0.6792
H 0.4593 -1.7867 0.5842
H -2.1549 -2.1785 0.2772
H 0.0443 2.4760 -0.4438
N 0.2629 -0.0885 -0.4484
N -0.2214 -1.3734 -0.5137
N -1.9704 -0.0214 0.3654
N -0.8459 2.1025 -0.0492
O 1.3270 -0.0105 0.5326
*
```

Results of the Löwdin charge analysis, in e, for atoms 1 through 5:
1. C -0.13
2. C -0.17
3. C -0.40
4. H 0.07
5. H 0.10



Entry three
One molecule with the formula C3H6N4O. Source: the OMol25 dataset; level of theory: ωB97M-V/def2-TZVPD.

Output
orbital gap: 9.075 eV
SMILES string: [H]/N=C1\NOC=NN1C
molar mass: 114.1 g/mol
LUMO energy: 0.55 eV

Geometry as ORCA input:
```
! wB97M-V def2-TZVPD RIJCOSX def2/J DEFGRID3
* xyz 0 1
H -2.3863 -0.3787 -1.5641
N -1.7846 0.3100 -1.0810
C -0.9177 -0.2187 -0.3867
N -0.8516 -1.5541 -0.0024
O 0.3811 -2.0906 0.1511
C 1.1296 -1.3287 0.9062
N 1.2528 -0.0394 1.0358
N 0.2355 0.4658 0.1493
C 0.3808 1.9446 0.1706
H -1.3955 -2.2733 -0.7024
H 2.1611 -2.0356 1.1167
H 0.2215 2.3506 -0.7246
H 1.6250 2.1317 -0.1089
H -0.0517 2.7164 1.0405
*
```

Results of the Löwdin charge analysis, in e, for atoms 1 through 5:
1. H 0.07
2. N 0.15
3. C -0.48
4. N 0.02
5. O -0.04



Entry four
One molecule with the formula C3H6N4O. Source: the OMol25 dataset; level of theory: ωB97M-V/def2-TZVPD.

Output
orbital gap: 8.943 eV
molar mass: 114.1 g/mol
LUMO energy: 0.66 eV

Geometry as ORCA input:
```
! wB97M-V def2-TZVPD RIJCOSX def2/J DEFGRID3
* xyz 0 1
C 2.6425 0.2997 -0.2545
C -0.7591 1.2991 0.6282
C -1.1471 -1.1953 -0.2644
N 2.3122 -0.8499 -0.5875
N 1.1039 -1.3421 -0.6766
N 0.4285 0.5131 0.3942
N 0.2212 -0.6028 -0.1715
O 3.1234 1.3492 -0.0147
H -1.2526 1.4619 -0.4131
H -1.4353 0.8593 1.2535
H -0.4902 2.1973 0.9841
H -1.7768 -0.8406 0.5663
H -1.2338 -2.2836 -0.2638
H -1.7369 -0.8653 -1.1801
*
```

Results of the Löwdin charge analysis, in e, for atoms 1 through 5:
1. C -0.30
2. C -0.09
3. C 0.00
4. N 0.06
5. N 0.00



Of them, entry four has the highest stability.



Entry one
One molecule with the formula C5H5N3. Source: the OMol25 dataset; level of theory: ωB97M-V/def2-TZVPD.

Output
orbital gap: 7.768 eV
molar mass: 107.1 g/mol
LUMO energy: -0.14 eV

Geometry as ORCA input:
```
! wB97M-V def2-TZVPD RIJCOSX def2/J DEFGRID3
* xyz 0 1
C -1.1861 0.5006 0.0883
C 1.4367 -0.2251 -0.1800
C -1.5972 1.7394 -0.2489
C 0.1655 -0.0661 0.0830
C 0.2067 3.2094 -1.1131
N -0.6280 2.4924 -0.7836
N 1.0124 -1.0758 0.8322
N 0.7488 -2.4672 0.4660
H -1.9237 -0.2493 0.5110
H 2.2633 -0.2469 -0.9694
H -2.6399 2.2294 -0.0175
H 1.5262 -2.8827 -0.0703
H 0.6153 -2.9582 1.4024
*
```

Results of the Löwdin charge analysis, in e, for atoms 1 through 5:
1. C -0.05
2. C -0.03
3. C -0.18
4. C -0.14
5. C 0.04



Entry two
C5H5N3 as an isolated structure. Source: the OMol25 dataset; level of theory: ωB97M-V/def2-TZVPD.

Output
orbital gap: 9.410 eV
molar mass: 107.1 g/mol
LUMO energy: 0.51 eV

Geometry as ORCA input:
```
! wB97M-V def2-TZVPD RIJCOSX def2/J DEFGRID3
* xyz 0 1
C 1.8632 -0.5318 -0.0734
C 1.1972 0.8852 0.0582
C -0.1142 0.5732 -0.1229
C -2.1497 -0.4115 0.0093
C -0.2574 -0.9321 -0.0872
H 2.2294 -0.6762 0.9684
H 2.6670 -0.4066 -0.9667
H 1.5698 1.9925 0.3211
H -1.6407 1.8565 0.3784
H -3.1872 -0.1278 0.0072
N -1.4443 0.8689 -0.3546
N -1.5653 -1.4882 0.0699
N 0.8322 -1.6020 -0.2079
*
```

Results of the Löwdin charge analysis, in e, for atoms 1 through 5:
1. C -0.22
2. C -0.02
3. C -0.31
4. C -0.19
5. C -0.36



Entry three
One molecule with the formula C5H5N3. Source: the OMol25 dataset; level of theory: ωB97M-V/def2-TZVPD.

Output
orbital gap: 9.242 eV
SMILES string: C1=C[C@@H]2C=NN=C2N1
molar mass: 107.1 g/mol
LUMO energy: 0.51 eV

Geometry as ORCA input:
```
! wB97M-V def2-TZVPD RIJCOSX def2/J DEFGRID3
* xyz 0 1
C 0.4944 -1.8562 0.4211
C 0.5427 -1.4463 -0.8035
C -0.2624 -0.1883 -0.9266
C 0.0383 1.2830 -1.1935
N -0.0634 2.1364 -0.1966
N -0.1605 1.3177 0.9769
C -0.3843 0.1434 0.5374
N -0.2734 -1.0303 1.2185
H 0.7215 -2.8113 0.8243
H 1.1817 -1.8565 -1.6570
H -1.3037 -0.4438 -1.3291
H 0.2773 1.5254 -2.2578
H 0.0324 -0.9942 2.2186
*
```

Results of the Löwdin charge analysis, in e, for atoms 1 through 5:
1. C -0.14
2. C -0.07
3. C -0.18
4. C -0.13
5. N 0.05



Of them, entry three has the highest stability.



Entry one
One molecule with the formula C16H18N2O3S. Source: the OMol25 dataset; level of theory: ωB97M-V/def2-TZVPD.

Output
orbital gap: 9.001 eV
SMILES string: CCCc1cc(=O)[nH]c(SCCOC(=O)c2ccccc2)n1
molar mass: 318.4 g/mol
LUMO energy: 0.46 eV

Geometry as ORCA input:
```
! wB97M-V def2-TZVPD RIJCOSX def2/J DEFGRID3
* xyz 0 1
C -3.0442 -1.4259 -1.3121
C -2.2390 -2.7157 -1.2310
C -1.8419 -3.0536 0.2131
C -0.8177 -2.0857 0.7135
C -1.1114 -1.0473 1.5453
C -0.0924 -0.1294 1.9607
O -0.1994 0.8372 2.6862
N 1.1764 -0.4413 1.4263
C 1.3758 -1.4884 0.6010
S 2.9578 -1.9037 -0.0283
C 4.0694 -0.5176 0.4332
C 3.9032 0.7107 -0.4552
O 2.6999 1.4012 -0.1588
C 1.6814 1.2935 -1.0510
O 1.7858 0.6971 -2.0917
C 0.4551 1.9571 -0.5701
C 0.4566 2.8191 0.5243
C -0.7293 3.3811 0.9558
C -1.9163 3.0860 0.3052
C -1.9209 2.2368 -0.7909
C -0.7393 1.6742 -1.2314
N 0.4390 -2.3018 0.2447
H -3.9776 -1.5225 -0.7607
H -3.2810 -1.1915 -2.3474
H -2.4807 -0.5973 -0.8897
H -2.8297 -3.5399 -1.6352
H -1.3298 -2.6252 -1.8272
H -2.7231 -3.0329 0.8551
H -1.4029 -4.0519 0.2313
H -2.1092 -0.8767 1.9139
H 1.9134 0.2162 1.6555
H 5.0664 -0.9312 0.2891
H 3.9385 -0.2755 1.4877
H 3.8968 0.4152 -1.5102
H 4.7231 1.4111 -0.2686
H 1.3824 3.0433 1.0301
H -0.7298 4.0394 1.8103
H -2.8423 3.5184 0.6539
H -2.8475 2.0121 -1.2981
H -0.7155 1.0052 -2.0788
*
```

Results of the Löwdin charge analysis, in e, for atoms 1 through 5:
1. C -0.10
2. C -0.24
3. C -0.15
4. C -0.28
5. C 0.06



Entry two
One molecule with the formula C16H18N2O3S. Source: the OMol25 dataset; level of theory: ωB97M-V/def2-TZVPD.

Output
orbital gap: 8.476 eV
SMILES string: CCOC(=O)c1nn(-c2ccccc2)c(=O)cc1SC(C)C
molar mass: 318.4 g/mol
LUMO energy: -0.24 eV

Geometry as ORCA input:
```
! wB97M-V def2-TZVPD RIJCOSX def2/J DEFGRID3
* xyz 0 1
C -2.8215 -3.6824 -0.7508
C -1.6204 -3.5546 0.1758
O -0.9294 -2.3220 -0.0348
C -1.4054 -1.2504 0.5924
O -2.3769 -1.2497 1.3081
C -0.5494 -0.0570 0.3411
N 0.7097 -0.3361 0.1875
N 1.6281 0.5913 0.0781
C 2.9510 0.0971 -0.0615
C 3.2782 -1.1040 0.5602
C 4.5538 -1.6179 0.4329
C 5.5066 -0.9398 -0.3105
C 5.1740 0.2501 -0.9348
C 3.8980 0.7734 -0.8201
C 1.3593 1.9754 0.1921
O 2.2513 2.7984 0.1726
C -0.0432 2.2676 0.3140
C -1.0085 1.3020 0.3714
S -2.6673 1.8531 0.5130
C -3.7424 0.6862 -0.4414
C -5.0802 1.3964 -0.5791
C -3.1294 0.3711 -1.7933
H -3.2770 -4.6600 -0.6230
H -3.5591 -2.9189 -0.5154
H -2.5105 -3.5674 -1.7864
H -1.9410 -3.6101 1.2213
H -0.8804 -4.3299 -0.0308
H 2.5250 -1.6197 1.1350
H 4.8066 -2.5478 0.9198
H 6.5053 -1.3393 -0.4031
H 5.9111 0.7778 -1.5209
H 3.6453 1.6990 -1.3089
H -0.3096 3.3123 0.3557
H -3.8591 -0.2107 0.1671
H -5.4790 1.6526 0.3994
H -4.9674 2.3112 -1.1570
H -5.7912 0.7470 -1.0856
H -3.8198 -0.2424 -2.3703
H -2.9387 1.2899 -2.3455
H -2.1924 -0.1744 -1.6955
*
```

Results of the Löwdin charge analysis, in e, for atoms 1 through 5:
1. C -0.06
2. C -0.20
3. O 0.01
4. C -0.46
5. O 0.10



Of them, entry one has the highest stability.